Record 1
ORCA calculation (wB97M-V/def2-TZVPD) on the ion C7H8BrClN5 with charge +1 at a distorted geometry.

Kohn-Sham gap: 8.787 eV
HOMO: -12.2 eV
Energy relative to the best compared isomer or geometry (same formula, charge and spin): 26.1 kcal/mol
LUMO: -3.5 eV

```
! wB97M-V def2-TZVPD RIJCOSX def2/J DEFGRID3
* xyz 1 1
C 0.74 2.61 -0.76
C 1.77 2.15 0.03
C -0.05 1.52 -1.12
C 0.24 -1.60 1.57
C -1.03 -1.00 1.92
C -1.94 -0.72 0.96
C -0.14 -0.92 -0.61
N 1.51 0.85 0.18
N 0.57 -1.64 0.35
N 0.45 0.45 -0.47
N -1.57 -1.00 -0.31
N 0.27 -1.43 -1.86
Cl -3.55 -0.22 1.24
Br -1.47 -0.83 3.78
H 0.72 3.53 -1.22
H 2.64 2.53 0.60
H -0.90 1.70 -1.71
H 0.95 -2.26 2.14
H -2.38 -0.87 -0.99
H 2.11 0.24 0.70
H 0.29 -0.79 -2.65
H 0.78 -2.27 -1.75
*
```

---

Record 2
ORCA calculation (wB97M-V/def2-TZVPD) on a structure of composition C15H14FeN2O5 at a distorted geometry.

Kohn-Sham gap (spin up / spin down): 2.838 / 6.286 eV
HOMO (spin up / spin down): 2.1 / -1.5 eV
<S²>: 6.215
Energy relative to the best compared isomer or geometry (same formula, charge and spin): 0.0 kcal/mol
LUMO (spin up / spin down): 5.0 / 4.8 eV

```
! wB97M-V def2-TZVPD RIJCOSX def2/J DEFGRID3
* xyz -2 5
O 2.59 -1.27 0.75
C 2.40 -0.16 1.07
Fe 1.65 1.56 1.45
C 2.77 2.51 2.31
O 3.70 2.72 2.99
C 1.20 0.31 2.76
O 0.73 -0.58 3.37
C -1.50 -1.64 0.12
C -2.54 -0.84 0.93
C -2.16 0.57 1.43
C -0.82 1.18 1.42
C -0.22 1.53 0.17
C -0.29 0.57 -0.94
C -0.72 -0.74 -0.95
H -0.61 -1.64 0.81
H -3.52 -0.76 0.42
H -2.68 -1.46 1.83
H -2.78 1.29 0.87
H -2.56 0.63 2.46
H -0.77 1.99 2.18
H -0.24 2.61 -0.10
H 0.14 1.02 -1.85
H -0.18 -1.40 -1.66
C -1.32 -6.37 1.52
C -1.86 -5.27 0.67
C -1.50 -3.96 0.75
N -1.89 -2.97 -0.15
C -2.94 -3.23 -1.07
O -3.46 -2.41 -1.81
N -3.29 -4.58 -1.10
C -2.82 -5.67 -0.37
O -3.21 -6.80 -0.64
H -1.68 -7.34 1.16
H -0.23 -6.43 1.52
H -1.63 -6.31 2.57
H -0.79 -3.62 1.52
H -3.95 -4.81 -1.83
*
```

---

Record 3
ORCA calculation (wB97M-V/def2-TZVPD) on the molecule C26H32N4O6S at a distorted geometry.

Kohn-Sham gap: 8.949 eV
HOMO: -8.6 eV
Energy relative to the best compared isomer or geometry (same formula, charge and spin): 2.4 kcal/mol
LUMO: 0.4 eV

```
! wB97M-V def2-TZVPD RIJCOSX def2/J DEFGRID3
* xyz 0 1
C -0.71 -4.17 -1.82
C -0.43 -4.30 -0.32
H -1.31 -4.68 0.19
H 0.40 -4.99 -0.14
O -0.18 -3.05 0.30
C 1.07 -2.51 0.27
C 2.15 -2.99 -0.45
C 3.37 -2.32 -0.41
C 3.50 -1.18 0.35
C 2.44 -0.69 1.10
C 1.22 -1.35 1.07
N 0.10 -0.92 1.78
C -0.13 0.31 2.29
O 0.66 1.22 2.33
C -1.58 0.45 2.81
N -2.53 0.13 1.77
C -3.01 1.04 0.86
O -2.79 2.22 0.85
C -3.86 0.23 -0.13
N -3.81 -1.09 0.46
C -2.96 -1.17 1.50
O -2.62 -2.15 2.11
H -4.15 -1.91 -0.02
C -5.27 0.80 -0.20
C -6.38 0.03 0.11
C -7.65 0.57 0.03
C -7.82 1.89 -0.35
C -6.72 2.67 -0.64
C -5.45 2.13 -0.56
H -4.59 2.75 -0.77
H -6.84 3.70 -0.92
H -8.82 2.31 -0.41
H -8.51 -0.04 0.27
H -6.26 -1.00 0.42
C -3.19 0.24 -1.52
C -1.73 -0.19 -1.47
H -1.33 -0.26 -2.48
H -1.14 0.53 -0.92
H -1.62 -1.16 -0.99
H -3.76 -0.43 -2.17
H -3.26 1.25 -1.93
H -1.74 1.49 3.12
H -1.74 -0.23 3.65
H -0.64 -1.62 1.84
H 2.57 0.20 1.69
S 5.07 -0.33 0.42
O 5.70 -0.61 1.68
O 5.80 -0.66 -0.77
N 4.55 1.25 0.45
C 4.10 1.75 -0.83
C 5.25 2.26 -1.69
C 6.06 3.30 -0.91
C 6.54 2.70 0.40
C 5.35 2.19 1.21
H 5.68 1.66 2.11
H 4.70 3.02 1.50
H 7.20 1.85 0.19
H 7.10 3.43 0.99
H 6.91 3.64 -1.51
H 5.42 4.17 -0.70
H 5.90 1.41 -1.94
H 4.86 2.69 -2.61
H 3.58 0.93 -1.33
H 3.38 2.55 -0.64
H 4.21 -2.67 -0.98
H 2.06 -3.88 -1.05
H -1.58 -3.54 -1.98
H -0.91 -5.16 -2.23
H 0.13 -3.73 -2.34
*
```

---

Record 4
ORCA calculation (wB97M-V/def2-TZVPD) on a structure of composition C23H23F5O3PSSiW.

Kohn-Sham gap (spin up / spin down): 7.638 / 7.794 eV
HOMO (spin up / spin down): -12.1 / -12.1 eV
<S²>: 2.019
Energy relative to the best compared isomer or geometry (same formula, charge and spin): 14.2 kcal/mol
LUMO (spin up / spin down): -4.5 / -4.3 eV

```
! wB97M-V def2-TZVPD RIJCOSX def2/J DEFGRID3
* xyz 1 3
W -0.49 1.41 0.71
O -1.26 3.74 -2.48
S -1.08 2.64 -1.62
O 0.31 2.26 -1.25
O -1.69 2.78 -0.21
C -1.80 1.19 -2.32
C -2.79 1.41 -3.27
C -3.37 0.33 -3.92
C -2.94 -0.96 -3.64
C -1.94 -1.17 -2.69
C -1.38 -0.11 -1.98
P -0.07 -0.48 -0.76
C -0.45 -1.92 0.25
C 0.56 -2.24 1.16
C 0.37 -3.26 2.07
C -0.82 -3.97 2.08
C -1.83 -3.64 1.19
C -1.66 -2.61 0.27
C 1.41 -0.90 -1.71
C 2.22 0.09 -2.27
C 3.29 -0.28 -3.06
C 3.55 -1.62 -3.31
C 2.75 -2.60 -2.75
C 1.68 -2.25 -1.94
H -3.07 2.42 -3.52
H -4.14 0.49 -4.65
H -3.36 -1.80 -4.16
H -1.59 -2.18 -2.51
H 1.50 -1.70 1.15
H 1.16 -3.51 2.78
H -0.97 -4.77 2.79
H -2.77 -4.18 1.21
H -2.47 -2.34 -0.38
H 2.02 1.14 -2.08
H 3.92 0.49 -3.49
H 4.39 -1.90 -3.93
H 2.96 -3.64 -2.93
H 1.07 -3.02 -1.50
F -2.86 0.16 1.29
C -1.81 0.51 2.15
F -1.55 -0.57 2.92
C -2.34 1.65 3.05
F -1.98 2.81 2.39
F -1.71 1.67 4.22
F -3.64 1.68 3.24
C 1.60 0.82 3.61
Si 1.40 2.04 2.22
C 2.91 2.02 1.13
C 1.06 3.74 2.88
H 2.49 1.13 4.18
H 1.76 -0.21 3.28
H 0.74 0.84 4.28
H 3.78 2.33 1.72
H 2.80 2.72 0.30
H 3.12 1.03 0.71
H 2.01 4.19 3.18
H 0.41 3.69 3.76
H 0.59 4.41 2.16
*
```

---

Record 5
ORCA calculation (wB97M-V/def2-TZVPD) on the molecule C23H16F2N2O3 at a distorted geometry.

Kohn-Sham gap: 8.986 eV
HOMO: -9.4 eV
Energy relative to the best compared isomer or geometry (same formula, charge and spin): 63.1 kcal/mol
LUMO: -0.5 eV

```
! wB97M-V def2-TZVPD RIJCOSX def2/J DEFGRID3
* xyz 0 1
O 3.38 1.14 -0.29
O -3.24 -1.90 1.73
O 2.28 -3.54 1.38
F -1.12 -3.64 -3.40
F 3.08 -1.77 -4.95
C 2.26 1.00 0.09
C -2.21 -1.41 1.42
C 1.86 -2.44 1.11
C -1.95 -1.07 0.01
C 1.39 2.09 0.46
C -0.89 -0.30 -0.42
C 0.16 1.52 0.71
C -2.73 4.64 1.02
C -1.64 4.57 2.03
C -2.96 3.51 0.18
C 1.01 -2.66 -4.12
C -0.82 3.40 2.01
C -2.03 2.45 0.16
C 0.59 -2.65 -1.79
C 2.71 -1.79 -2.63
C 0.16 -2.97 -3.09
C 2.33 -2.13 -3.87
C -0.92 2.48 0.96
C 1.90 -2.09 -1.55
N 1.50 -0.18 0.12
N 0.70 -2.12 1.85
C -1.23 -0.88 2.51
C 2.17 -1.53 -0.11
C 0.16 0.05 0.55
C 0.17 -0.84 1.85
H -2.74 -1.37 -0.63
H 1.67 3.13 0.44
H -0.71 -0.03 -1.45
H -3.18 5.59 0.73
H -1.49 5.54 2.51
H -3.61 3.48 -0.75
H 0.74 -2.67 -5.23
H -0.08 3.39 2.87
H -2.28 1.70 -0.55
H 0.02 -2.92 -0.86
H 3.56 -1.17 -2.52
H 0.69 -2.63 2.76
H -1.49 0.15 2.89
H -1.15 -1.63 3.33
H 3.21 -1.28 0.01
H 0.75 -0.19 2.51
*
```

---

Record 6
ORCA calculation (wB97M-V/def2-TZVPD) on a structure of composition CH3BrO3P at a distorted geometry.

Kohn-Sham gap: 8.266 eV
HOMO: -4.9 eV
Energy relative to the best compared isomer or geometry (same formula, charge and spin): 8.4 kcal/mol
LUMO: 3.3 eV

```
! wB97M-V def2-TZVPD RIJCOSX def2/J DEFGRID3
* xyz -1 1
C -1.32 0.17 0.02
O 0.72 -1.14 -1.27
O 0.66 -1.09 1.22
O 1.32 1.14 -0.07
P 0.48 -0.38 -0.04
Br 3.07 0.87 -0.03
H -1.62 0.04 1.07
H -1.61 1.12 -0.51
H -1.71 -0.72 -0.39
*
```

---

Record 7
ORCA calculation (wB97M-V/def2-TZVPD) on a cluster of 8 separate species, C55H95IN9O7P2S2 in total at a distorted geometry.

Kohn-Sham gap: 6.072 eV
HOMO: -4.6 eV
Energy relative to the best compared isomer or geometry (same formula, charge and spin): 0.0 kcal/mol
LUMO: 1.5 eV

```
! wB97M-V def2-TZVPD RIJCOSX def2/J DEFGRID3
* xyz -1 1
C -5.28 4.34 4.41
S -5.20 2.75 5.21
O -6.16 2.64 6.29
O -3.85 2.72 5.74
P -5.38 1.02 3.67
C -6.18 -0.19 4.91
C -7.61 0.06 5.37
C -8.66 -0.76 4.62
I -9.36 -2.46 5.69
P -7.30 1.80 2.75
N -8.14 2.89 3.57
O -4.55 1.94 2.44
C -3.38 1.26 2.10
C -3.33 0.77 0.65
C -4.34 1.51 -0.19
C -4.27 1.06 -1.65
C -3.33 1.92 -2.45
N -3.46 1.73 -3.88
C -2.64 2.27 -4.82
C -3.06 1.89 -6.02
C -4.18 1.07 -5.85
C -4.39 1.00 -4.53
C -2.92 0.27 3.20
C -3.10 -1.23 2.90
C -1.80 -2.02 2.68
C -2.12 -3.35 1.99
C -2.05 -3.19 0.48
S -3.57 -3.57 -0.37
O -4.48 -4.23 0.49
O -4.06 -2.41 -1.01
O -3.14 -4.56 -1.53
C -1.59 0.62 3.77
C -0.47 0.86 2.74
C 0.90 0.39 3.24
C 1.48 -0.66 2.35
C 1.94 -1.84 2.86
C 2.43 -2.80 2.04
C 2.51 -2.63 0.72
C 2.09 -1.45 0.19
C 1.59 -0.48 1.00
O -3.89 0.50 4.23
H -6.30 4.68 4.53
H -5.11 4.26 3.36
H -4.65 5.04 4.92
H -5.49 -0.03 2.65
H -5.55 -0.21 5.78
H -6.11 -1.17 4.48
H -7.67 -0.30 6.38
H -7.90 1.09 5.43
H -9.48 -0.11 4.38
H -8.28 -1.08 3.67
H -6.90 2.39 1.54
H -8.03 0.65 2.37
H -8.20 3.74 3.03
H -2.66 2.08 2.10
H -2.35 0.95 0.24
H -3.58 -0.27 0.55
H -4.10 2.56 -0.15
H -5.34 1.31 0.15
H -3.90 0.05 -1.67
H -5.27 1.09 -2.04
H -2.32 1.65 -2.18
H -3.47 2.96 -2.20
H -1.79 2.88 -4.61
H -2.64 2.15 -6.96
H -4.77 0.60 -6.59
H -5.19 0.47 -4.07
H -3.54 -1.63 3.78
H -3.81 -1.39 2.11
H -1.39 -2.25 3.64
H -1.11 -1.51 2.03
H -3.10 -3.66 2.30
H -1.41 -4.10 2.28
H -1.29 -3.84 0.08
H -1.80 -2.19 0.18
H -2.36 -5.06 -1.27
H -1.29 -0.12 4.50
H -1.72 1.53 4.32
H -0.41 1.92 2.58
H -0.74 0.41 1.80
H 0.77 -0.08 4.20
H 1.59 1.20 3.32
H 1.91 -2.03 3.91
H 2.76 -3.75 2.43
H 2.89 -3.41 0.10
H 2.14 -1.27 -0.87
H 1.25 0.44 0.56
C -8.23 1.57 -9.73
C -7.69 0.36 -10.48
C -6.73 -0.49 -9.63
C -5.52 0.25 -9.27
N -4.59 0.85 -8.97
H -7.43 2.25 -9.45
H -8.94 2.12 -10.35
H -8.76 1.26 -8.82
H -7.19 0.69 -11.39
H -8.52 -0.28 -10.79
H -6.44 -1.38 -10.19
H -7.23 -0.83 -8.72
C 5.99 -7.49 4.59
C 4.84 -6.72 5.24
C 3.54 -6.82 4.45
C 3.64 -6.20 3.13
N 3.72 -5.72 2.09
H 6.23 -7.09 3.60
H 6.88 -7.41 5.20
H 5.74 -8.54 4.48
H 5.12 -5.68 5.35
H 4.67 -7.11 6.24
H 2.74 -6.32 5.00
H 3.24 -7.86 4.34
C 7.80 -3.29 2.92
C 6.65 -2.43 3.41
C 6.99 -1.61 4.67
C 7.29 -2.44 5.83
N 7.53 -3.09 6.74
H 8.08 -4.04 3.66
H 7.51 -3.82 2.01
H 8.68 -2.68 2.70
H 5.78 -3.06 3.61
H 6.36 -1.74 2.62
H 6.16 -0.95 4.91
H 7.85 -0.96 4.47
C 6.34 -1.23 -3.36
C 5.20 -0.32 -2.94
C 5.48 0.41 -1.62
C 5.62 -0.51 -0.49
N 5.85 -1.21 0.39
H 6.49 -2.03 -2.63
H 6.12 -1.70 -4.32
H 7.27 -0.68 -3.47
H 4.28 -0.90 -2.86
H 5.02 0.43 -3.71
H 4.67 1.11 -1.40
H 6.39 1.00 -1.72
C 3.70 0.73 -7.91
C 4.22 -0.56 -8.54
C 4.86 -1.50 -7.52
C 6.05 -0.90 -6.92
N 6.96 -0.41 -6.43
H 4.51 1.31 -7.47
H 3.22 1.35 -8.67
H 2.96 0.52 -7.14
H 4.94 -0.32 -9.33
H 3.39 -1.09 -9.02
H 5.15 -2.44 -8.01
H 4.15 -1.76 -6.74
C 8.81 3.41 6.27
C 8.86 2.73 4.91
C 7.56 2.92 4.11
C 6.41 2.29 4.76
N 5.51 1.80 5.27
H 8.03 2.98 6.91
H 9.76 3.28 6.79
H 8.63 4.48 6.17
H 9.06 1.66 5.04
H 9.68 3.14 4.33
H 7.68 2.49 3.11
H 7.36 3.98 3.97
C 1.29 6.35 -3.02
C 0.93 7.00 -4.34
C -0.40 6.51 -4.91
C -0.36 5.09 -5.25
N -0.32 3.97 -5.50
H 1.43 5.27 -3.13
H 2.23 6.75 -2.63
H 0.52 6.52 -2.27
H 1.73 6.83 -5.07
H 0.86 8.08 -4.20
H -0.65 7.07 -5.82
H -1.20 6.68 -4.20
*
```